{"formula": "C38H108N16O13", "method": "wB97M-V/def2-TZVPD", "e_homo_ev": -8.7418, "orbital_gap_ev": 8.9, "total_energy_ev": -91614.9172, "symbols": ["C", "O", "N", "N", "H", "H", "H", "H", "C", "O", "N", "N", "H", "H", "H", "H", "C", "O", "N", "N", "H", "H", "H", "H", "C", "O", "N", "N", "H", "H", "H", "H", "C", "O", "C", "C", "N", "C", "C", "O", "C", "H", "H", "H", "H", "H", "H", "H", "H", "H", "H", "H", "H", "H", "H", "H", "C", "C", "C", "O", "C", "N", "H", "H", "H", "H", "H", "H", "H", "H", "H", "H", "H", "C", "C", "C", "O", "C", "N", "H", "H", "H", "H", "H", "H", "H", "H", "H", "H", "H", "C", "C", "C", "O", "C", "N", "H", "H", "H", "H", "H", "H", "H", "H", "H", "H", "H", "C", "C", "C", "O", "C", "N", "H", "H", "H", "H", "H", "H", "H", "H", "H", "H", "H", "C", "C", "C", "O", "C", "N", "H", "H", "H", "H", "H", "H", "H", "H", "H", "H", "H", "C", "C", "C", "O", "C", "N", "H", "H", "H", "H", "H", "H", "H", "H", "H", "H", "H", "C", "C", "C", "O", "C", "N", "H", "H", "H", "H", "H", "H", "H", "H", "H", "H", "H"], "positions_angstrom": [[17.132914, -6.856857, -6.272580], [18.306775, -7.192301, -6.368888], [16.501222, -6.148149, -7.253697], [16.348872, -7.173400, -5.211963], [15.570877, -5.780181, -7.154572], [16.948238, -6.054352, -8.148364], [16.691410, -7.859093, -4.563312], [15.391834, -6.894561, -5.071093], [10.704451, -11.410671, -12.545936], [9.749962, -11.313475, -11.780047], [10.606395, -11.712532, -13.876084], [11.991792, -11.328689, -12.092751], [11.440972, -11.512494, -14.401863], [9.723592, -11.808546, -14.337027], [12.703232, -11.710211, -12.710168], [12.161219, -11.072519, -11.141536], [13.173617, -5.590049, -5.169358], [14.289784, -5.226199, -5.527759], [12.893931, -5.830670, -3.852131], [12.151388, -5.886290, -6.025815], [12.050651, -6.270569, -3.538128], [13.633658, -5.652713, -3.197312], [12.323340, -5.898399, -7.012902], [11.262430, -6.104123, -5.619311], [19.413477, -6.730430, -11.853583], [18.889773, -6.346258, -10.811930], [20.527319, -6.113518, -12.386001], [18.884217, -7.765891, -12.565607], [20.784089, -5.282770, -11.879233], [20.528269, -6.071229, -13.391736], [19.174227, -8.038945, -13.481842], [18.079340, -8.090766, -12.041358], [13.010017, -8.603574, -14.552488], [14.307109, -9.177643, -14.638474], [15.445950, -8.355825, -14.416470], [15.320554, -7.441263, -13.201185], [15.825404, -8.109493, -11.993113], [14.930596, -9.161792, -11.456779], [13.587885, -8.689669, -10.907858], [13.474386, -8.653441, -9.492330], [14.555223, -8.037016, -8.803558], [12.754712, -8.570305, -13.489542], [12.388911, -9.308841, -15.100323], [12.906350, -7.614120, -15.002583], [15.591544, -7.756368, -15.325806], [16.297930, -9.025360, -14.299453], [14.272276, -7.173190, -13.012288], [15.875428, -6.528629, -13.413773], [15.898337, -7.345392, -11.321477], [15.500578, -9.734170, -10.725407], [14.923822, -9.805120, -12.343359], [12.780410, -9.305680, -11.303848], [13.328747, -7.670579, -11.230071], [14.218813, -8.001841, -7.772408], [14.848121, -7.081596, -9.250577], [15.439862, -8.680382, -8.878666], [14.989155, -12.747103, -16.427862], [13.869648, -12.809923, -15.363984], [13.600616, -14.223635, -14.906266], [12.842750, -14.947881, -15.837092], [12.749987, -16.328525, -15.489569], [14.239450, -11.984535, -14.205820], [14.847753, -13.605371, -17.101688], [15.953860, -12.905294, -15.948182], [14.873947, -11.896371, -17.096877], [13.004528, -12.385415, -15.883819], [13.116421, -14.159906, -13.919448], [14.564212, -14.723459, -14.711465], [11.798143, -16.628476, -15.926153], [12.731659, -16.454470, -14.405463], [13.559308, -16.926702, -15.913838], [14.527948, -11.054792, -14.523616], [15.026688, -12.383256, -13.703876], [14.448950, -11.959866, -9.026781], [15.888670, -12.386434, -9.216712], [16.948225, -11.515926, -8.569168], [16.658870, -11.263938, -7.212417], [17.612871, -10.471122, -6.548761], [16.069653, -13.797857, -8.648813], [13.763323, -12.381855, -9.759914], [14.322744, -10.873964, -9.080459], [14.192396, -12.185091, -7.990088], [16.230497, -12.581705, -10.237008], [16.887856, -10.528917, -9.069851], [17.978085, -11.849047, -8.731390], [18.428133, -11.020229, -6.066829], [17.046200, -9.923541, -5.795188], [18.095223, -9.698919, -7.159156], [16.595466, -13.692328, -7.785203], [15.147447, -14.089513, -8.338684], [17.495571, -10.343356, -18.367780], [16.256860, -9.868472, -19.105925], [15.859524, -8.419387, -18.729017], [15.265139, -7.735426, -19.783301], [14.930064, -6.414649, -19.444591], [16.496359, -10.025886, -20.577028], [18.385061, -9.979528, -18.883118], [17.504658, -11.433109, -18.446694], [17.538297, -10.112785, -17.302607], [15.402288, -10.525061, -18.927457], [16.756125, -7.921927, -18.316481], [15.190460, -8.476852, -17.852214], [14.322368, -5.952306, -20.225250], [15.846545, -5.815093, -19.380495], [14.320700, -6.290061, -18.547534], [15.836211, -9.351679, -20.964680], [17.403930, -9.627337, -20.809366], [11.118957, -12.670087, -7.094099], [10.633668, -11.228603, -7.081385], [11.842808, -10.305610, -6.947297], [12.420906, -10.414874, -5.666011], [13.529507, -9.573269, -5.483266], [9.923189, -11.018379, -8.334422], [10.274075, -13.358494, -6.988972], [11.745252, -12.954836, -6.245894], [11.653747, -12.943217, -8.004321], [10.010254, -10.991418, -6.216842], [11.646604, -9.232838, -7.137100], [12.563037, -10.476789, -7.761810], [13.236428, -8.532579, -5.698062], [14.392682, -9.838487, -6.101769], [13.785702, -9.597361, -4.424242], [9.836791, -10.069300, -8.666791], [10.299809, -11.601148, -9.067350], [11.193736, -2.891474, -12.187369], [11.082882, -4.156514, -11.355090], [11.409007, -5.486339, -12.048527], [11.003837, -6.522455, -11.189718], [10.287731, -7.530044, -11.860737], [11.919015, -3.989342, -10.153995], [10.958948, -2.041036, -11.556376], [10.657447, -2.984973, -13.134783], [12.226315, -2.763172, -12.540044], [10.032082, -4.278014, -11.075813], [12.464127, -5.583803, -12.338810], [10.870863, -5.465328, -13.009430], [10.026247, -8.405886, -11.263617], [10.844885, -7.922541, -12.718548], [9.310695, -7.170738, -12.208261], [11.888542, -4.897308, -9.674574], [12.913716, -4.049881, -10.387734], [13.251200, -2.253650, -19.417617], [13.392770, -3.504070, -18.563630], [13.564454, -3.172331, -17.098025], [13.788610, -4.379895, -16.394467], [14.124237, -4.227932, -15.040755], [12.207957, -4.337428, -18.816131], [13.081810, -2.581441, -20.443658], [14.185268, -1.688449, -19.471691], [12.482356, -1.571515, -19.055649], [14.305573, -4.040404, -18.830595], [12.703474, -2.649589, -16.659501], [14.458453, -2.538820, -16.985447], [13.858976, -5.124732, -14.486513], [13.558941, -3.407342, -14.576696], [15.178357, -3.948864, -14.943138], [11.407327, -3.713726, -18.827366], [12.053969, -5.006871, -18.067175], [8.539744, -8.309065, -20.212305], [9.559873, -7.592989, -19.338502], [10.229432, -8.532246, -18.349824], [11.061463, -7.845465, -17.433405], [12.443387, -7.992621, -17.689088], [10.578897, -6.897548, -20.157605], [9.084538, -8.952384, -20.901951], [7.883784, -7.607825, -20.719875], [7.951600, -8.932017, -19.533517], [9.098012, -6.813526, -18.713524], [10.713197, -9.369333, -18.868482], [9.442870, -8.996762, -17.743329], [12.671466, -7.851419, -18.747676], [12.883495, -8.926141, -17.321934], [12.936672, -7.187892, -17.137865], [10.147024, -6.070726, -20.562147], [11.258811, -6.470862, -19.534275]], "atomic_forces_ev_per_a": [[0.328, 0.179, -0.709], [-0.324, -0.241, 0.161], [-0.191, 0.202, -0.450], [-0.316, -0.747, 1.136], [0.004, -0.034, 0.339], [0.380, 0.073, 0.201], [0.369, 0.168, -0.057], [0.214, 0.356, -0.509], [-0.733, -0.541, 1.428], [0.038, 0.316, -0.532], [0.794, 0.229, 0.057], [-0.087, -0.110, -1.177], [-0.239, -0.204, -0.408], [-0.136, 0.136, 0.139], [0.524, 0.293, 0.360], [-0.082, -0.305, 0.172], [0.125, -0.589, -0.093], [-0.528, 0.072, -0.147], [0.152, 0.295, -0.064], [0.375, 0.249, 0.656], [-0.017, -0.022, 0.025], [-0.062, 0.032, 0.046], [-0.173, 0.095, -0.036], [-0.238, -0.117, -0.492], [-0.335, 0.728, 0.097], [0.358, -0.389, -0.213], [-0.141, -0.368, -0.025], [0.024, 0.594, 1.207], [-0.011, 0.120, -0.207], [0.360, 0.204, 0.021], [-0.054, -0.255, 0.016], [-0.354, -0.614, -0.995], [0.526, -0.496, 0.432], [0.367, -0.132, -0.429], [-0.829, 0.717, -0.348], [-0.119, -0.957, 0.174], [0.347, 1.190, 0.796], [1.080, 0.330, -1.122], [-0.314, 0.468, 0.008], [-0.019, -0.377, -0.077], [-0.117, -0.933, -0.723], [-0.487, 0.078, -0.208], [-0.361, 0.164, 0.203], [0.215, 0.026, -0.014], [0.119, 0.082, 0.069], [0.002, -0.017, 0.039], [0.044, 0.275, -0.521], [0.173, -0.002, 0.335], [0.278, -0.326, 0.261], [-0.133, 0.100, 0.194], [-1.083, -0.417, 0.386], [0.075, 0.038, 0.364], [0.363, 0.034, -0.372], [0.293, 0.441, 0.084], [-0.361, 0.257, 0.257], [0.105, 0.103, 0.328], [-0.930, -1.520, -0.418], [1.266, 0.563, -0.826], [0.272, 0.089, 0.636], [0.301, -0.042, 0.189], [-0.530, 0.548, -0.346], [-0.612, 0.200, 0.101], [0.064, 0.037, 0.060], [0.199, 0.515, -0.163], [0.523, 0.408, 0.425], [-0.366, -0.116, 0.527], [-0.324, -0.168, -0.148], [0.062, 0.014, -0.155], [0.088, -0.412, 0.158], [-0.095, -0.069, 0.021], [0.123, 0.123, -0.014], [-0.223, -0.283, 0.197], [0.009, -0.182, -0.139], [0.416, 1.144, 0.184], [1.284, -2.519, 0.657], [-0.574, 1.879, -0.536], [0.015, -0.763, -0.089], [0.055, 0.828, 0.384], [-0.396, 0.816, 0.107], [0.005, -0.398, 0.194], [0.125, 0.004, -0.221], [-0.342, -0.265, -0.164], [-0.482, 0.858, -0.321], [0.213, -0.118, -0.143], [-0.116, -0.505, 0.108], [-0.209, -0.372, -0.069], [0.202, -0.076, 0.199], [-0.263, -0.135, -0.337], [-0.027, -0.145, 0.023], [0.114, -0.285, -0.025], [-0.339, -0.779, -0.110], [-0.027, 0.315, -1.208], [0.645, -0.763, 1.331], [-0.491, -0.025, -0.067], [0.084, 0.873, -0.506], [-0.302, 0.689, 0.790], [0.071, 0.188, 0.213], [0.212, 0.014, 0.031], [-0.121, 0.263, -0.047], [0.032, 0.036, 0.321], [0.016, 0.334, -0.525], [-0.152, 0.045, -0.163], [0.070, -0.407, -0.282], [-0.019, 0.023, 0.329], [0.340, -0.367, 0.297], [0.054, -0.366, -0.504], [0.036, -0.062, 0.089], [-0.584, -0.914, 0.960], [1.053, 0.533, -0.492], [0.608, 0.918, -0.597], [0.030, -0.494, 0.044], [-0.359, 0.476, 0.184], [-0.298, -0.223, 0.180], [-0.117, 0.133, -0.336], [0.201, 0.499, -0.008], [0.013, 0.286, -0.115], [-0.288, -0.378, -0.027], [-0.746, -0.081, 0.200], [0.128, -0.573, 0.220], [0.130, -0.003, -0.147], [-0.009, -0.131, -0.022], [0.174, -0.212, -0.042], [0.121, 0.077, 0.169], [-0.111, 0.129, -0.208], [1.038, -0.782, -0.715], [0.740, -0.215, 0.045], [-0.489, 1.098, -0.868], [0.068, -0.413, 0.129], [-0.677, -0.628, -0.627], [0.187, -1.194, 0.687], [-0.350, 0.154, -0.293], [-0.578, 0.348, 0.337], [0.106, 0.047, 0.342], [0.110, 0.118, 0.425], [0.191, 0.045, 0.336], [-0.218, -0.462, 0.155], [0.514, 0.285, 0.606], [-0.014, 0.146, -0.061], [0.169, 0.260, -0.190], [-0.660, 0.347, 0.289], [-0.150, 0.747, -0.606], [0.936, -0.092, -0.278], [-0.590, 0.142, 0.308], [0.698, 0.167, 0.462], [-0.392, -0.643, -0.247], [-0.177, 0.942, 0.105], [0.196, 0.013, 0.011], [-0.425, 0.174, 0.019], [-0.003, 0.000, 0.263], [-0.213, -0.149, -0.108], [-0.129, -0.082, -0.259], [-0.060, 0.046, -0.174], [-0.133, 0.146, 0.019], [0.276, -0.230, -0.147], [-0.105, -0.028, -0.087], [0.105, -0.306, 0.166], [-0.132, -0.171, -0.012], [0.108, 0.082, 0.085], [0.482, -0.110, 0.958], [0.559, 1.100, 0.063], [-0.841, -0.529, 0.098], [0.346, -0.263, -0.195], [0.254, 0.682, 0.042], [-0.070, -0.060, 0.096], [-0.194, 0.051, -0.224], [0.034, -0.060, -0.201], [-0.276, -0.054, -0.292], [-0.489, -0.330, 0.056], [0.427, 0.242, 0.016], [-0.054, 0.068, -0.071], [0.037, -0.254, -0.023], [-0.294, -0.214, -0.149], [0.023, -0.003, -0.043], [-0.073, -0.198, -0.283], [0.092, -0.132, -0.037]]}